Entry 1:
This record from the Open Molecules 2025 dataset describes a structure of composition C4H10O2. The level of theory is ωB97M-V/def2-TZVPD.

net charge	0
frontier orbital gap	9.9	eV
LUMO	0.60	eV
highest occupied orbital energy	-9.2624	eV

Each line ends with the Mulliken charge.
CARTESIAN COORDINATES (ANGSTROEM)
O  -0.9528  1.4495  0.3977  -0.7508
O  -1.4881  0.1812  -1.5706  -0.6947
C  0.1758  -0.0402  0.0343  1.3371
C  -0.1427  -0.0201  -1.4284  -0.5742
C  -0.5288  -1.0862  0.8402  -1.5233
C  1.5998  0.2849  0.3953  -1.4174
H  0.2923  -1.0101  -1.7169  0.3225
H  -1.6600  1.3261  1.0659  0.3311
H  -0.5442  -0.7559  1.8800  0.3905
H  -1.5363  -1.2033  0.4368  0.3912
H  2.0738  -0.4438  1.0667  0.3269
H  -1.5285  0.9826  -0.6865  0.4411
H  1.5212  1.2406  0.9070  0.3330
H  0.4931  0.7270  -1.9447  0.3466
H  2.2394  0.4245  -0.4893  0.3468
H  -0.0143  -2.0568  0.8125  0.3935

Entry 2:
This record from the Open Molecules 2025 dataset describes an isolated molecule of C4H10O2. The level of theory is ωB97M-V/def2-TZVPD.

net charge	0
SMILES	C[C@@H](O)CCO
frontier orbital gap	11.0	eV
LUMO	0.86	eV
highest occupied orbital energy	-10.1005	eV

Each line ends with the Mulliken charge.
CARTESIAN COORDINATES (ANGSTROEM)
O  -1.7273  0.3833  0.0426  -0.5564
O  2.3215  1.3504  0.3372  -0.5189
C  -0.8106  -0.6152  -0.4042  0.3566
C  0.9834  1.1460  -0.1939  -0.4613
C  -1.2779  -2.0021  0.0138  -1.2562
C  0.5502  -0.2474  0.1731  -0.7652
H  -0.7352  -0.5650  -1.4946  0.3200
H  -1.0372  -2.1830  1.0653  0.3250
H  2.6449  2.1710  -0.0629  0.3013
H  1.3035  -0.9556  -0.1759  0.3144
H  -2.3537  -2.0460  -0.1019  0.3462
H  0.4540  -0.3667  1.2604  0.3294
H  1.0251  1.2609  -1.2681  0.3109
H  -2.4564  0.4249  -0.5934  0.3321
H  0.3229  1.8952  0.2303  0.2829
H  -0.8694  -2.7744  -0.6380  0.3392

Entry 3:
This record from the Open Molecules 2025 dataset describes the ion C4H10O2 with charge +1. The level of theory is ωB97M-V/def2-TZVPD.

net charge	+1
frontier orbital gap (alpha / beta)	12.0 / 4.8	eV
LUMO (alpha / beta)	-3.62 / -10.28	eV
2S+1	2
highest occupied orbital energy (alpha / beta)	-15.6274 / -15.0314	eV

Each line ends with the Mulliken spin population.
CARTESIAN COORDINATES (ANGSTROEM)
O  1.3136  1.3965  -0.0101  0.5489
O  -2.4887  0.0706  1.6059  0.1093
C  -0.3450  -0.3900  0.4377  0.1499
C  0.7054  0.1832  -0.5378  0.0844
C  -1.6380  0.4351  0.5635  0.0290
C  1.8149  -0.7850  -0.9155  0.0428
H  2.5285  -0.9900  -0.1537  0.0016
H  0.0794  -0.3780  1.4866  0.0017
H  0.1525  0.6746  -1.2642  0.0264
H  0.6559  2.0865  -0.2084  -0.0119
H  -2.5108  -0.8712  1.5576  -0.0075
H  -1.4189  1.4877  0.8017  -0.0050
H  2.4375  -0.2932  -1.7172  0.0177
H  -0.7286  -1.3897  0.1734  0.0018
H  1.5357  -1.7167  -1.4110  -0.0006
H  -2.0933  0.4794  -0.4085  0.0115

Entry 4:
This record from the Open Molecules 2025 dataset describes the ion C4H10O2P with charge -1. The level of theory is ωB97M-V/def2-TZVPD.

net charge	-1
frontier orbital gap	6.7	eV
LUMO	4.01	eV
highest occupied orbital energy	-2.7218	eV

Each line ends with the Mulliken charge.
CARTESIAN COORDINATES (ANGSTROEM)
P  1.3239  -0.3731  0.0404  -0.1676
O  0.3801  1.0345  0.8361  -0.4754
O  -0.3768  3.2026  1.0703  -0.5243
C  -0.3226  2.0563  0.2479  -0.0396
C  -0.7544  -2.0719  0.8953  -1.0708
C  2.0935  0.1377  -1.4010  -0.8618
C  -0.1824  -1.4583  -0.3621  -0.6284
H  -1.6401  -1.5838  1.3007  0.2138
H  -0.0277  2.8270  1.9664  0.2792
H  0.0396  -2.0196  1.6995  0.3006
H  -1.0825  -1.1361  -0.9133  0.3302
H  0.1712  -2.3080  -0.8851  0.4609
H  -1.4210  1.8427  0.0887  0.1299
H  -1.0431  -3.0363  0.5385  0.3645
H  0.1476  2.3215  -0.7329  0.1947
H  3.1529  0.2385  -1.3275  0.2534
H  1.5066  0.5916  -2.2261  0.2406

Entry 5:
This record from the Open Molecules 2025 dataset describes a cluster of 2 separate species, C4H10O2P in total. The level of theory is ωB97M-V/def2-TZVPD.

net charge	-1
frontier orbital gap (alpha / beta)	6.6 / 6.6	eV
LUMO (alpha / beta)	3.48 / 3.49	eV
highest occupied orbital energy (alpha / beta)	-3.0785 / -3.0836	eV

Each line ends with the Mulliken charge.
CARTESIAN COORDINATES (ANGSTROEM)
P  -1.1826  -0.6621  -0.2994  0.1427
O  -0.8622  -1.5435  -1.4506  -0.6181
O  -1.5080  -1.6837  1.0593  -0.5009
C  -3.1181  1.8089  0.4197  -0.3959
C  0.6655  0.0326  0.2450  0.0014
C  1.2455  0.9940  -0.8698  -1.1895
C  1.5984  -1.2952  0.3307  -1.1617
H  0.8753  1.9792  -0.9809  0.3483
H  -3.6267  1.8458  -0.6584  0.0962
H  0.6834  0.4085  1.3017  0.3770
H  0.9519  0.3761  -1.8211  0.2674
H  2.3761  1.0313  -0.7938  0.2863
H  2.2832  -1.6469  -0.4503  0.2724
H  -1.4278  -1.0503  1.7684  0.2980
H  2.2735  -0.9938  1.2102  0.3318
H  -2.2543  2.5408  0.3210  0.0860
H  1.0270  -2.1415  0.6684  0.3584

Entry 6:
This record from the Open Molecules 2025 dataset describes a cluster of 2 separate species, C4H10O2S in total. The level of theory is ωB97M-V/def2-TZVPD.

net charge	0
SMILES	O=CCCCS.O
frontier orbital gap	9.8	eV
LUMO	0.51	eV
highest occupied orbital energy	-9.3014	eV

Each line ends with the Mulliken charge.
CARTESIAN COORDINATES (ANGSTROEM)
S  -0.7644  -0.1001  -2.9731  -0.2169
O  -2.3084  2.1300  1.2856  -0.6429
O  3.1593  -1.3488  0.6225  -0.4488
C  -0.7325  -0.6621  -1.2749  -0.6813
C  2.3074  -0.6570  1.1061  -0.1301
C  0.8503  -0.8330  0.7657  -0.6033
C  0.3781  0.0103  -0.4325  -0.5377
H  0.7833  -1.8871  0.4672  0.3005
H  -1.9689  2.9731  1.5843  0.3178
H  -1.6583  -0.4075  -0.7452  0.2858
H  2.5724  0.1475  1.8159  0.3477
H  -0.6744  -1.7399  -1.1296  0.3726
H  1.2585  0.0145  -1.0656  0.3998
H  0.1658  -0.8135  1.6090  0.3859
H  0.1208  1.0355  -0.1881  0.3894
H  -1.8126  0.7173  -2.8519  0.1382
H  -1.6767  1.4208  1.4045  0.3230

Relative energy (zero: lowest compared OMol25 entry of this formula, charge and spin) / kcal per mole: 60.9, 18.1, 72.7, 59.7, 100.8, 34.9